No. 1
C32H51N6O3S4SbSeSiTa as an isolated structure, computed with ωB97M-V/def2-TZVPD.

LUMO (spin up / spin down), eV: -5.533 / -5.744

Structure (ORCA input):
```
! wB97M-V def2-TZVPD RIJCOSX def2/J DEFGRID3
* xyz 2 2
Ta -0.6507 0.2129 -1.0632
O 4.8696 2.9125 -4.5187
C 4.6192 1.5303 -4.6137
C 3.3838 1.2109 -3.8267
C 2.8947 -0.0878 -3.7557
C 1.7673 -0.3416 -3.0135
N 1.0904 0.6176 -2.3467
C 1.5431 1.8830 -2.4433
C 2.6831 2.1995 -3.1589
C 0.7053 2.8999 -1.7905
C 0.9626 4.2520 -1.8968
C 0.0904 5.1798 -1.3504
C 0.3728 6.6569 -1.5050
O 1.7554 6.9387 -1.4514
C -1.0305 4.6978 -0.6914
C -1.2203 3.3370 -0.5948
N -0.3768 2.4359 -1.1267
H 5.6495 3.1368 -5.0333
H 5.4497 0.9381 -4.2161
H 4.4587 1.2150 -5.6502
H 3.3871 -0.9023 -4.2739
H 1.3764 -1.3410 -2.9251
H 3.0426 3.2157 -3.2168
H 1.8446 4.6088 -2.4085
H -0.2026 7.2293 -0.7749
H 0.0387 6.9632 -2.4973
H 2.0403 7.0222 -0.5352
H -1.7558 5.3697 -0.2505
H -2.0651 2.9352 -0.0613
C 2.1829 -3.0572 0.2774
C 0.8756 -3.0638 -0.4732
O 0.4093 -2.0312 -0.9849
N 0.2945 -4.2570 -0.6108
C -0.9948 -4.4918 -1.2448
C -2.1791 -4.3089 -0.3138
C -3.2521 -5.1836 -0.3941
C -4.3401 -4.9870 0.4426
C -4.3010 -3.9396 1.3425
C -3.1747 -3.1300 1.3577
N -2.1327 -3.2936 0.5445
H 2.5364 -2.0380 0.3788
H 2.9263 -3.6400 -0.2695
H 2.0609 -3.5053 1.2652
H 0.7372 -5.0416 -0.1619
H -1.0070 -5.5073 -1.6335
H -1.0577 -3.8067 -2.0898
H -3.2401 -6.0079 -1.0991
H -5.1979 -5.6471 0.3930
H -5.1246 -3.7467 2.0173
H -3.1026 -2.3068 2.0586
S -5.0692 -1.2663 -1.6117
Sb -4.3176 0.8101 -1.3242
S -2.1839 0.7789 -3.0266
S -2.4858 0.4458 0.3744
C 4.5755 -0.3059 3.3343
C 4.1431 -0.0647 4.7876
C 2.9405 0.8695 4.9955
C 1.5583 0.2439 4.8252
N 1.2900 -0.1386 3.4209
C 0.4581 0.3870 2.5220
S 0.9976 0.2631 0.8598
N -0.6890 0.9576 2.8141
C -1.3939 1.0364 4.0990
C -1.2745 2.4080 4.7592
C -1.8713 2.4368 6.1680
C -1.0475 1.6722 7.2037
H 5.5892 -0.7087 3.3084
H 4.5722 0.6255 2.7614
H 3.9494 -1.0326 2.8051
H 4.9886 0.3816 5.3115
H 3.9477 -1.0224 5.2800
H 3.0230 1.7369 4.3326
H 2.9769 1.2466 6.0198
H 0.8095 0.9512 5.1550
H 1.4774 -0.6505 5.4448
H 2.0685 -0.6103 2.9914
H -1.2220 1.2529 2.0090
H -1.0410 0.2395 4.7494
H -2.4424 0.8348 3.8826
H -1.7922 3.1380 4.1312
H -0.2239 2.7138 4.7941
H -2.8894 2.0371 6.1383
H -1.9511 3.4782 6.4805
H -1.0033 0.6002 6.9918
H -1.4877 1.7843 8.1952
H -0.0258 2.0605 7.2545
C -1.0132 -3.4280 -5.3371
Si -2.4478 -2.3076 -4.9830
C -4.0105 -3.1485 -4.5113
C -2.5489 -0.8133 -6.0552
Se -1.6923 -1.3411 -2.8103
H -1.0299 -3.7354 -6.3883
H -1.0585 -4.3335 -4.7268
H -0.0662 -2.9217 -5.1476
H -4.3270 -3.8188 -5.3192
H -4.8028 -2.4227 -4.3230
H -3.8765 -3.7329 -3.5975
H -2.8551 -1.1027 -7.0670
H -1.5826 -0.3107 -6.1154
H -3.2851 -0.1081 -5.6676
*
```

No. 2
C22H37GeN9P2Ti as an isolated structure, computed with ωB97M-V/def2-TZVPD.

LUMO (spin up / spin down), eV: -0.110 / -0.077

Structure (ORCA input):
```
! wB97M-V def2-TZVPD RIJCOSX def2/J DEFGRID3
* xyz 0 1
Ti 0.7857 -0.3591 0.6526
C -3.5233 2.0721 1.7469
N -2.1962 2.0479 1.2229
C -1.5153 3.0640 0.6008
C -0.2389 2.6296 0.4014
N -0.0967 1.3741 0.8991
C -1.2952 1.0163 1.4310
P -1.7239 -0.6080 2.1445
C -0.1291 -0.5506 3.1215
N 1.0875 -0.5088 2.5719
C 1.9923 -0.5205 3.5848
C 1.3252 -0.5652 4.7745
N -0.0108 -0.5820 4.4793
C -1.1238 -0.6403 5.3787
C -1.0827 -2.0769 1.2557
N 0.1178 -2.1917 0.6313
C 0.1302 -3.4002 0.0084
C -1.0536 -4.0413 0.2198
N -1.8360 -3.2039 0.9737
C -3.0711 -3.5276 1.6141
H -4.0340 2.9796 1.4243
H -3.5075 2.0382 2.8432
H -4.0746 1.1927 1.3954
H -1.9925 3.9897 0.3503
H 0.5928 3.1463 -0.0445
H 3.0463 -0.4983 3.3767
H 1.6812 -0.5932 5.7848
H -0.7729 -0.6664 6.4085
H -1.7183 -1.5362 5.1744
H -1.7693 0.2324 5.2379
H 0.9952 -3.7388 -0.5339
H -1.4083 -5.0017 -0.1014
H -3.4861 -4.4345 1.1785
H -3.7837 -2.7070 1.4916
H -2.9198 -3.6890 2.6873
C -0.1670 0.6583 -4.6469
N -1.2495 1.2057 -3.8459
C -2.4184 0.3558 -3.9880
N -2.1644 -1.0387 -3.6637
C -1.0494 -1.5207 -4.4679
N 0.1526 -0.7192 -4.3198
C 0.7219 -0.8497 -2.9921
P -0.3980 -0.2599 -1.6153
C -0.8588 1.3534 -2.4603
C -1.9111 -1.2062 -2.2482
H 0.7209 1.2823 -4.5164
H -0.4799 0.6889 -5.6956
H -2.7559 0.4017 -5.0283
H -3.2145 0.7286 -3.3330
H -1.3528 -1.4978 -5.5217
H -0.8215 -2.5531 -4.1855
H 1.6532 -0.2733 -2.9199
H 0.9645 -1.9059 -2.8076
H 0.0093 2.0211 -2.4113
H -1.6769 1.8285 -1.9057
H -2.7999 -0.8721 -1.7009
H -1.7586 -2.2753 -2.0449
C 3.4442 2.5442 -1.4671
Ge 3.5333 1.2456 0.0811
C 5.5114 1.0259 0.3779
C 2.9606 2.2701 1.7032
C 2.4901 -0.3475 -0.1710
H 3.9735 3.4618 -1.2307
H 2.4149 2.7916 -1.7137
H 3.9085 2.1146 -2.3512
H 5.9489 1.9892 0.6203
H 6.0177 0.6385 -0.4999
H 5.6988 0.3523 1.2080
H 3.0065 3.3424 1.5312
H 3.6198 2.0438 2.5388
H 1.9437 2.0097 1.9861
H 2.9944 -1.1747 -0.6795
*
```

No. 3
An isolated ion of composition C5H6NOS2 and charge -1, computed with ωB97M-V/def2-TZVPD.

SMILES: CC/C(=N/C=C=S)S[O-]
LUMO, eV: 2.965

Structure (ORCA input):
```
! wB97M-V def2-TZVPD RIJCOSX def2/J DEFGRID3
* xyz -1 1
C 0.9057 -1.5950 0.0997
C 1.4419 -0.2098 -0.0760
C 0.3591 0.7972 -0.0522
N -0.8349 0.1927 0.0458
C -2.0951 0.7351 0.1072
C -3.1384 -0.0451 0.0622
S -4.5261 -0.7872 -0.0204
S 1.0298 2.3522 -0.1280
O 2.5315 2.3157 -0.1363
H 0.1757 -1.5341 0.7907
H 1.7927 -2.2745 0.1794
H 0.2670 -1.6981 -0.7927
H 2.0543 -0.1447 -0.9618
H 2.3041 0.0273 0.6307
H -2.2672 1.8681 0.2517
*
```

No. 4
A 2-piece molecular cluster, C28H25ClNO2 overall, computed with ωB97M-V/def2-TZVPD.

LUMO, eV: -5.010

Structure (ORCA input):
```
! wB97M-V def2-TZVPD RIJCOSX def2/J DEFGRID3
* xyz 1 1
C 6.4033 -2.2312 2.8244
O 5.4716 -2.7926 3.7197
C 4.2133 -2.2059 3.6976
C 3.2439 -2.7164 4.5775
C 1.9729 -2.2118 4.6075
C 1.6076 -1.1358 3.7777
C 0.2462 -0.5886 3.7605
C -0.8473 -1.4835 3.7473
C -2.1510 -1.1010 3.8187
C -3.2770 -1.9861 3.7572
C -4.5704 -1.4485 3.7510
C -5.6695 -2.2625 3.6229
C -5.5099 -3.6306 3.5101
C -4.2432 -4.1840 3.5358
C -3.1366 -3.3774 3.6612
C 0.0551 0.8688 3.7668
C 0.7457 1.6430 4.7169
C 0.5926 2.9982 4.7695
C -0.2301 3.6689 3.8513
O -0.3143 5.0495 3.9642
C -1.1697 5.6654 3.0316
C -0.9068 2.9015 2.8882
C -0.7820 1.5402 2.8563
C 2.5861 -0.6095 2.9152
C 3.8430 -1.1442 2.8567
H 7.3589 -2.7382 2.9620
H 6.0710 -2.3761 1.7955
H 6.5332 -1.1689 3.0347
H 3.5299 -3.5160 5.2373
H 1.2460 -2.6135 5.2929
H -0.6076 -2.5273 3.6667
H -2.3679 -0.0515 3.9100
H -4.6906 -0.3820 3.8317
H -6.6548 -1.8289 3.5939
H -6.3730 -4.2647 3.3971
H -4.1223 -5.2508 3.4430
H -2.1571 -3.8217 3.6775
H 1.3769 1.1384 5.4285
H 1.1056 3.5779 5.5162
H -1.1838 6.7377 3.2314
H -0.8010 5.4966 2.0184
H -2.1814 5.2714 3.1394
H -1.5102 3.3910 2.1477
H -1.3065 0.9732 2.1064
H 2.3100 0.1998 2.2611
H 4.5490 -0.7560 2.1460
Cl -3.7495 2.2311 -4.1061
C -3.4258 1.5867 -2.5287
C -2.6020 0.4960 -2.3580
C -2.3605 0.0395 -1.0838
N -2.8634 0.5816 0.0155
C -3.6670 1.6178 -0.1713
C -3.9744 2.1535 -1.3996
H -2.1643 0.0238 -3.2197
H -1.7206 -0.8185 -0.9445
H -4.0991 2.0542 0.7163
H -4.6301 3.0003 -1.4982
*
```

Let's list E_tot in order: -173743.011 -135030.081 -30488.310 -47541.811 eV.
Let's list max |F| in order: 1.56 4.06 4.12 2.28 eV/Å.